Formula: C52H78O39
Source: the OMol25 dataset
Level of theory: ωB97M-V with the def2-TZVPD basis set

The geometry in XYZ format:
```
169
Properties=species:S:1:pos:R:3:forces:R:3
C -6.10721 0.07179 -12.44057 -0.631 -0.908 0.047
C -7.07821 0.65539 -11.41171 2.028 1.366 0.020
C -6.55648 1.88522 -10.60434 0.206 -0.576 0.422
O -7.56833 2.86784 -10.77487 0.861 0.459 0.405
C -8.50238 2.44343 -11.62152 -1.205 0.369 0.652
O -9.50390 3.06234 -11.83622 0.471 -0.421 -0.477
O -8.21636 1.21600 -12.06424 -0.438 -0.958 -0.388
H -6.67584 -0.73100 -12.91888 0.191 -0.071 -0.184
H -5.26324 -0.42740 -11.96139 -0.054 0.145 0.219
H -5.71494 0.69173 -13.24529 -0.284 0.563 0.292
H -7.28776 -0.11372 -10.66844 -0.762 -0.187 -0.342
H -5.57510 2.26681 -10.89032 -0.143 0.091 -0.525
H -6.46688 1.65025 -9.54146 -0.206 -0.031 0.039
C -9.19380 0.30724 -8.39169 1.385 0.524 0.876
C -9.50312 1.52789 -7.53417 -0.669 0.386 0.219
C -11.00878 1.83098 -7.48868 0.213 -0.145 -0.944
O -11.37590 1.77648 -6.12188 -0.640 0.103 -0.038
C -10.34912 1.33318 -5.39722 1.522 -0.064 0.528
O -10.34116 1.06114 -4.23766 -0.650 0.096 -0.061
O -9.21550 1.28116 -6.13822 -0.190 -0.520 -0.512
H -9.89580 -0.48281 -8.13443 0.136 -0.186 -0.107
H -8.16740 0.04736 -8.11426 -0.208 -0.560 0.092
H -9.11551 0.43559 -9.46980 -0.676 0.429 0.004
H -8.94836 2.43891 -7.75389 0.165 -0.266 -0.499
H -11.53525 1.04879 -8.03897 -0.233 0.047 0.117
H -11.23702 2.78643 -7.95754 -0.212 0.126 0.391
C -2.26828 -3.11367 -12.46641 0.030 -0.202 0.013
C -2.76985 -2.39828 -13.72326 -0.758 0.264 1.593
C -2.24604 -2.77477 -15.10556 0.449 0.135 0.663
O -3.43046 -3.00459 -15.85878 0.569 0.170 -0.075
C -4.49571 -3.09071 -15.03186 -0.634 -1.177 -0.338
O -5.54561 -3.53617 -15.38840 0.252 0.693 0.359
O -4.17339 -2.73551 -13.77559 -0.135 -0.070 -0.747
H -2.20220 -4.19692 -12.59371 0.486 0.068 -0.404
H -3.00160 -3.06230 -11.66083 -0.188 0.611 -0.166
H -1.35557 -2.68053 -12.05668 0.184 -0.178 -0.264
H -2.77021 -1.31726 -13.55222 0.354 -0.034 -0.130
H -1.60203 -3.65585 -15.05008 -0.336 -0.244 -0.208
H -1.63829 -1.97204 -15.52024 -0.286 0.049 -0.282
C -6.98785 -5.32787 -9.23500 -0.301 -1.356 0.313
C -7.30356 -6.82976 -9.18914 -1.041 0.296 0.190
C -8.43850 -7.35764 -10.08012 0.219 0.885 0.104
O -7.74802 -7.93365 -11.16542 -0.485 -0.898 -0.762
C -6.50899 -8.29304 -10.77978 -0.020 1.521 0.390
O -5.78197 -9.02085 -11.35623 0.244 -0.365 -0.122
O -6.18802 -7.54159 -9.68795 0.751 -0.921 0.231
H -6.26720 -5.21838 -8.42324 0.423 0.551 -0.401
H -7.82575 -4.67475 -9.00463 -0.170 -0.183 -0.077
H -6.62118 -5.15567 -10.24642 0.297 0.512 0.186
H -7.52795 -7.16519 -8.17413 0.347 0.132 0.052
H -9.03968 -6.52934 -10.45563 -0.249 -0.237 0.030
H -9.02108 -8.12328 -9.56512 -0.174 0.109 -0.129
C -12.53808 -1.92758 -6.08042 -0.376 -0.507 0.682
C -11.51955 -3.06901 -5.99625 0.331 1.946 -1.533
C -11.25210 -3.73612 -7.36079 -1.074 0.034 0.978
O -9.85982 -3.99389 -7.30632 -0.584 -0.854 -0.806
C -9.30653 -3.12465 -6.45272 0.755 0.415 0.559
O -8.12915 -3.03713 -6.30024 0.338 0.144 0.006
O -10.23180 -2.40183 -5.81621 -0.129 -0.509 0.133
H -12.52638 -1.34112 -6.99957 0.454 -0.267 -0.171
H -12.33740 -1.23212 -5.26520 -0.165 -0.067 0.105
H -13.55502 -2.31255 -5.98375 -0.003 0.015 0.158
H -11.64978 -3.75779 -5.16517 -0.178 -0.045 -0.024
H -11.50977 -3.05883 -8.17823 0.312 0.202 -0.003
H -11.88746 -4.61308 -7.48485 0.575 -0.409 -0.020
C -6.47394 4.29749 -7.46027 0.864 -1.122 0.139
C -6.39914 5.28245 -6.29402 -0.630 -0.957 -1.956
C -5.14631 6.15126 -6.16653 -0.622 -0.326 0.177
O -5.75986 7.39249 -5.87139 1.296 1.219 0.759
C -7.06686 7.43665 -6.16208 -0.077 -0.271 0.132
O -7.75603 8.39153 -6.01790 -0.056 0.047 -0.194
O -7.44873 6.22829 -6.60370 -0.021 0.161 0.334
H -6.04638 4.64329 -8.40293 -0.399 0.644 0.080
H -7.49513 3.96064 -7.62560 -0.053 0.313 0.017
H -5.90909 3.37261 -7.28767 -0.059 0.063 0.479
H -6.69636 4.78764 -5.36954 0.298 0.049 0.141
H -4.49811 6.26310 -7.03546 -0.466 -0.012 -0.306
H -4.48371 5.80517 -5.37186 -0.269 0.301 0.309
C -5.03349 -2.33575 -9.70048 -0.811 0.752 0.117
C -5.53923 -2.07631 -8.28641 -0.312 -1.015 0.329
C -4.51145 -2.30970 -7.15610 -0.149 -0.317 -1.508
O -4.55891 -1.09884 -6.41547 0.474 -0.249 1.244
C -5.37336 -0.22436 -6.95462 -0.183 0.819 -1.666
O -5.55599 0.90830 -6.61413 -0.024 -0.101 0.527
O -5.89664 -0.70099 -8.11580 0.044 0.213 0.038
H -4.30167 -1.55476 -9.91359 0.278 -0.256 -0.206
H -5.86804 -2.23975 -10.40070 -0.008 0.172 0.051
H -4.64940 -3.33373 -9.88040 0.297 -0.034 0.431
H -6.43850 -2.64601 -8.04585 -0.004 -0.047 -0.315
H -3.52577 -2.43064 -7.61638 -0.044 0.017 0.591
H -4.81558 -3.17261 -6.56732 0.254 0.156 0.346
C -7.47210 -7.35708 -3.11880 0.402 -0.253 -0.016
C -6.37623 -7.28163 -4.17971 -0.118 0.374 1.138
C -6.72152 -6.36870 -5.37247 0.747 -1.772 0.300
O -5.62744 -5.46563 -5.42250 -0.687 0.709 -0.918
C -4.73503 -5.72884 -4.47039 0.633 0.535 0.827
O -3.69035 -5.14775 -4.37171 -0.382 -0.267 -0.027
O -5.20308 -6.65099 -3.62703 0.307 -0.168 0.062
H -7.18793 -8.02150 -2.30202 0.024 -0.257 -0.210
H -8.36474 -7.74468 -3.61219 -0.139 -0.001 0.201
H -7.69126 -6.40690 -2.63281 -0.003 0.251 -0.492
H -6.04379 -8.27742 -4.47329 -0.225 -0.004 -0.202
H -7.70823 -5.94128 -5.21530 0.216 0.628 -0.394
H -6.60830 -7.01413 -6.24465 -0.662 0.393 -0.318
C -4.98496 -1.94224 -3.25479 0.023 -0.984 -0.684
C -6.17518 -2.05293 -2.33995 -0.390 0.455 0.963
C -7.31560 -1.08283 -2.69358 1.125 0.969 -0.573
O -8.39956 -1.90848 -3.03434 -0.471 -0.308 0.435
C -8.08561 -3.21265 -2.84490 0.361 1.132 -0.713
O -8.83931 -4.09535 -3.10434 -0.046 -0.595 0.225
O -6.81108 -3.33283 -2.42600 -0.396 -0.743 -0.396
H -4.19602 -2.68181 -3.10299 0.026 0.177 0.681
H -4.57115 -0.93749 -3.29997 -0.067 0.028 0.097
H -5.31879 -2.24046 -4.25380 -0.233 0.472 -0.075
H -5.99244 -1.94756 -1.26780 0.679 0.108 -0.173
H -7.04476 -0.44594 -3.54180 -0.136 -0.351 -0.270
H -7.49811 -0.35021 -1.90422 -0.608 -0.513 0.279
C -3.30802 -5.67848 -9.96800 -1.049 -0.251 -0.163
C -2.50985 -6.69505 -9.14667 -0.547 1.767 -1.697
C -2.00234 -6.11865 -7.83294 0.290 -0.558 0.514
O -2.38468 -7.11217 -6.87381 -0.137 -0.358 -0.534
C -3.23545 -7.99304 -7.46704 0.171 -0.131 0.803
O -3.75310 -8.87867 -6.86186 -0.269 0.004 -0.219
O -3.40406 -7.72770 -8.77410 0.335 -0.338 0.550
H -3.56644 -6.07426 -10.95382 0.136 -0.205 0.044
H -2.89023 -4.69078 -10.13791 0.521 -0.156 0.409
H -4.27112 -5.55720 -9.46980 0.047 0.169 0.102
H -1.77830 -7.08262 -9.86070 0.465 -0.353 0.727
H -2.47661 -5.19485 -7.49535 0.070 0.147 -0.464
H -0.91644 -6.03283 -7.82263 -0.075 0.142 0.110
C 2.78870 -2.94616 -8.84243 -0.020 -0.708 -0.414
C 1.52944 -2.97710 -9.68841 0.328 -0.699 0.724
C 0.92771 -4.40745 -9.80830 0.803 0.661 0.311
O -0.47182 -4.18587 -9.69225 -0.251 -0.242 -0.411
C -0.68482 -2.97136 -9.16395 -0.317 0.588 0.178
O -1.75030 -2.52420 -8.86074 -0.026 -0.388 -0.172
O 0.45525 -2.29908 -9.02082 0.419 0.469 -0.314
H 3.26446 -1.97386 -8.75135 -0.255 0.119 0.005
H 3.48830 -3.60501 -9.36665 0.190 0.063 0.144
H 2.59999 -3.39066 -7.86584 0.004 0.180 0.083
H 1.75960 -2.52051 -10.65217 -0.496 0.103 -0.089
H 1.23512 -5.01132 -8.95136 0.113 -0.080 -0.100
H 1.19440 -4.90562 -10.73635 -0.300 -0.026 -0.051
C -12.05513 -4.75264 -11.01344 -0.466 -0.898 -0.374
C -11.20729 -3.63448 -11.58546 -0.648 0.095 1.192
C -11.59654 -2.21495 -11.12552 -0.773 -0.065 -1.241
O -10.39004 -1.62344 -10.70528 0.656 -0.740 0.703
C -9.49564 -2.63301 -10.43418 -0.163 0.751 0.270
O -8.50539 -2.47644 -9.78681 -0.128 -0.016 -0.464
O -9.91570 -3.79224 -10.95497 0.316 0.105 -0.495
H -11.84392 -5.67838 -11.55445 0.151 0.007 0.062
H -13.13863 -4.64575 -11.10083 0.071 0.508 -0.179
H -11.84722 -4.96084 -9.96462 0.181 0.328 0.029
H -11.17040 -3.70328 -12.67078 0.532 -0.016 0.018
H -12.38013 -2.23881 -10.36209 0.362 0.081 0.325
H -11.97336 -1.61129 -11.95255 -0.060 -0.099 0.030
C -2.81729 1.73733 -8.67319 -0.900 -0.434 0.782
C -2.82242 3.17896 -9.15889 0.974 -1.001 0.114
C -3.15142 4.20340 -8.07084 -0.461 0.607 -0.230
O -1.99508 5.02073 -7.97500 0.107 0.561 0.600
C -1.02234 4.59321 -8.78517 0.237 -0.159 -0.237
O 0.06812 5.05857 -8.88420 -0.218 0.060 0.127
O -1.46061 3.53638 -9.48018 -0.169 -0.460 -0.825
H -2.12946 1.00832 -9.09955 0.528 0.668 -0.246
H -3.77936 1.24364 -8.84631 -0.258 0.385 0.132
H -2.69096 1.78081 -7.59007 0.208 -0.456 -0.010
H -3.44806 3.23903 -10.04862 0.169 0.516 -0.094
H -3.36436 3.80752 -7.07748 0.011 -0.339 -0.152
H -3.96370 4.86486 -8.35997 -0.065 -0.183 -0.081
```
Positions in Å, forces in eV/Å.

## Properties
E_HOMO = -10.7821 eV
Calculated total energy = -4962.79750 hartree
LUMO level = -0.0072 Ha
Frontier orbital gap = 0.3891 hartree